The following is a DFT calculation (the ωB97M-V functional and the def2-TZVPD basis) of 2 unconnected molecules or ions with the total composition C4H4ClNOS at a distorted geometry.

Its LUMO energy is 0.037 eV. The calculation puts the relative energy (zero: lowest compared OMol25 entry of this formula, charge and spin) at 83.26 kcal per mole. As for the frontier orbital gap: 0.346 Ha. The value obtained for the highest occupied orbital energy is -9.3643 eV. The calculation puts the calculated total energy at -1143.0545 a.u.

Last column: Löwdin charge in e.
Geometry (Å):
C1 -1.02 -0.72 -1.57  0.164
C2 -0.34 -0.96 -0.60  -0.084
C3 0.63 -1.37 0.43  -0.673
O1 1.78 -1.48 0.25  0.048
S1 -0.17 -1.81 2.05  0.954
N1 -1.62 -1.31 1.58  -0.478
C4 -2.59 -0.69 2.07  -0.087
H1 -1.82 -0.68 -2.19  0.011
H2 -3.27 -0.32 1.33  0.069
H3 -2.78 -0.74 3.15  0.074
Cl1 3.72 1.99 0.04  0.221
H4 3.10 1.02 0.73  -0.220

***

The following is a DFT calculation (the ωB97M-V functional and the def2-TZVPD basis) of C5H13NS in the gas phase at a distorted geometry.

Its LUMO energy is 0.932 eV. The calculation puts the relative energy (zero: lowest compared OMol25 entry of this formula, charge and spin) at 45.18 kcal per mole. As for the frontier orbital gap: 0.342 Ha. The value obtained for the highest occupied orbital energy is -8.3870 eV. The calculation puts the calculated total energy at -651.1720 a.u.

Last column: Löwdin charge in e.
Geometry (Å):
C1 0.79 -0.22 2.24  -0.132
C2 -0.41 0.14 1.47  -0.302
C3 -0.25 1.36 0.54  -0.156
N1 -1.09 1.14 -0.75  -0.076
C4 -0.25 0.43 -1.70  -0.306
C5 0.06 -1.08 -1.31  -0.594
S1 1.56 -1.69 -2.08  0.682
H1 0.92 0.40 3.20  0.107
H2 0.81 -1.28 2.47  0.071
H3 1.73 -0.14 1.75  0.058
H4 -0.74 -0.75 0.92  0.073
H5 -1.26 0.21 2.11  0.100
H6 0.69 1.76 0.45  0.081
H7 -0.78 2.22 1.04  0.119
H8 -2.05 0.87 -0.64  0.100
H9 0.70 0.91 -1.99  0.093
H10 -0.83 0.58 -2.65  0.114
H11 0.14 -1.26 -0.21  0.038
H12 -0.77 -1.71 -1.53  0.053
H13 1.02 -1.88 -3.33  -0.122

***

The following is a DFT calculation (the ωB97M-V functional and the def2-TZVPD basis) of a molecular structure, C23H14Cl2F10N3SW.

Its LUMO energy (alpha / beta) is -4.288 / -4.602 eV. As for the frontier orbital gap (alpha / beta): 0.239 / 0.251 Ha. Its spin multiplicity is 3. The value obtained for the highest occupied orbital energy (alpha / beta) is -10.7918 / -11.4188 eV. The net charge is +1. The calculation puts the calculated total energy at -3433.1357 a.u.

Last column: Löwdin charge in e.
Geometry (Å):
W1 0.12 -0.21 0.51  1.346
C1 -0.33 -1.17 -2.37  -0.035
N1 -0.25 0.15 -1.68  -0.345
C2 0.83 0.98 -2.26  -0.166
C3 2.13 0.49 -1.70  -0.182
N2 1.90 0.29 -0.25  -0.210
C4 3.09 0.46 0.50  -0.256
C5 3.12 1.35 1.57  -0.174
F1 2.03 2.07 1.89  0.075
C6 4.25 1.52 2.35  -0.131
F2 4.24 2.37 3.36  0.147
C7 5.39 0.78 2.06  -0.123
F3 6.48 0.94 2.80  0.159
C8 5.39 -0.11 1.01  -0.128
F4 6.47 -0.83 0.73  0.153
C9 4.24 -0.26 0.24  -0.166
F5 4.25 -1.17 -0.74  0.121
C10 -1.54 0.87 -1.80  -0.172
C11 -2.59 0.22 -0.95  -0.207
N3 -1.96 -0.31 0.27  -0.201
C12 -2.90 -0.89 1.16  -0.206
C13 -2.51 -1.97 1.94  -0.182
F6 -1.23 -2.38 1.83  0.004
C14 -3.32 -2.66 2.81  -0.135
F7 -2.85 -3.68 3.51  0.150
C15 -4.65 -2.27 2.94  -0.130
F8 -5.46 -2.90 3.77  0.158
C16 -5.09 -1.19 2.20  -0.133
F9 -6.35 -0.78 2.32  0.149
C17 -4.24 -0.51 1.34  -0.134
F10 -4.77 0.55 0.72  0.103
H1 -0.46 -1.02 -3.44  0.111
H2 -1.18 -1.73 -1.97  0.092
H3 0.58 -1.74 -2.19  0.096
H4 0.66 2.01 -1.93  0.130
H5 0.79 0.95 -3.35  0.144
H6 2.91 1.23 -1.85  0.144
H7 2.46 -0.44 -2.16  0.120
H8 -1.84 0.91 -2.85  0.146
H9 -1.35 1.89 -1.46  0.128
H10 -3.11 -0.58 -1.48  0.135
H11 -3.33 0.98 -0.72  0.119
Cl1 -0.68 0.60 2.71  0.817
C18 0.28 -0.15 3.99  -0.566
C19 0.02 0.24 5.28  -0.086
C20 0.78 -0.33 6.29  -0.051
C21 1.76 -1.26 5.97  -0.081
C22 1.99 -1.62 4.66  -0.672
Cl2 3.23 -2.77 4.31  0.719
C23 1.24 -1.07 3.61  -0.647
S1 1.54 -1.56 1.95  0.700
H12 -0.74 0.98 5.50  0.117
H13 0.61 -0.06 7.32  0.120
H14 2.36 -1.71 6.75  0.117

***

The following is a DFT calculation (the ωB97M-V functional and the def2-TZVPD basis) of a molecular structure, C3H6HgMgO5 at a distorted geometry.

Its LUMO energy (alpha / beta) is 2.939 / 2.046 eV. The calculation puts the relative energy (zero: lowest compared OMol25 entry of this formula, charge and spin) at 49.26 kcal per mole. As for the frontier orbital gap (alpha / beta): 0.216 / 0.235 Ha. Its spin multiplicity is 2. The value obtained for the highest occupied orbital energy (alpha / beta) is -2.9398 / -4.3497 eV. The net charge is -1. The calculation puts the calculated total energy at -847.6039 a.u.

Last column: Löwdin charge in e.
Geometry (Å):
H1 1.69 -2.01 -0.86  0.108
C1 1.74 -1.34 0.03  -0.403
C2 0.58 -0.35 -0.05  -0.402
O1 -0.72 -0.86 0.07  -0.213
Mg1 3.17 1.29 0.02  0.450
O2 2.93 -0.63 0.09  -0.517
H2 1.58 -1.98 0.92  0.109
H3 0.69 0.20 -1.01  0.084
H4 0.72 0.35 0.80  0.067
C3 -1.94 0.61 0.04  -0.741
O3 -1.49 1.73 -0.38  -0.368
O4 -3.06 0.11 -0.61  0.054
H5 -2.84 0.03 -1.54  0.097
Hg1 0.24 2.98 -0.31  0.531
O5 -2.05 0.42 1.37  -0.096
H6 -1.24 -0.56 1.41  0.241

***

The following is a DFT calculation (the ωB97M-V functional and the def2-TZVPD basis) of C3H6N3OP in the gas phase at a distorted geometry.

Its LUMO energy is 0.461 eV. As for the frontier orbital gap: 0.335 Ha. The value obtained for the highest occupied orbital energy is -8.6581 eV. The calculation puts the calculated total energy at -698.6388 a.u.

Last column: Löwdin charge in e.
Geometry (Å):
C1 0.90 -1.02 -1.43  -0.530
C2 -0.50 1.59 0.79  -0.340
C3 0.72 -0.65 -0.02  0.027
N1 0.28 -0.91 1.07  -0.148
N2 -0.31 -0.82 2.11  -0.266
N3 1.31 -2.30 -1.48  0.175
O1 0.65 -0.24 -2.33  0.079
P1 -1.13 0.69 2.32  0.806
H1 0.24 2.48 1.15  0.085
H2 -1.36 1.99 0.36  -0.014
H3 0.04 0.98 0.06  -0.017
H4 1.82 -2.79 -0.81  0.096
H5 1.03 -2.87 -2.21  0.096
H6 -2.43 0.25 1.66  -0.049

***

The following is a DFT calculation (the ωB97M-V functional and the def2-TZVPD basis) of C20H16N4 in the gas phase at a distorted geometry.

Its LUMO energy is -0.903 eV. The calculation puts the relative energy (zero: lowest compared OMol25 entry of this formula, charge and spin) at 9.60 kcal per mole. As for the frontier orbital gap: 0.215 Ha. The value obtained for the highest occupied orbital energy is -6.7630 eV. The calculation puts the calculated total energy at -990.7167 a.u.

Last column: Löwdin charge in e.
Geometry (Å):
C1 -1.24 3.57 -2.14  -0.018
C2 0.02 3.94 -1.77  -0.032
C3 0.49 2.90 -0.91  -0.308
C4 1.71 2.98 -0.24  0.101
C5 2.26 1.98 0.72  -0.301
C6 3.43 2.05 1.39  -0.035
C7 3.67 0.74 2.07  -0.025
C8 2.53 0.03 1.86  -0.234
N1 1.69 0.80 1.02  0.115
C9 2.21 -1.35 2.42  -0.064
C10 1.36 -2.18 1.49  -0.248
C11 1.72 -3.41 0.99  -0.031
C12 0.58 -3.89 0.22  -0.028
C13 -0.42 -2.94 0.29  -0.286
N2 0.03 -1.90 1.08  0.114
C14 -1.73 -3.03 -0.34  0.039
C15 -2.46 -1.91 -0.70  -0.243
C16 -3.84 -1.84 -1.17  -0.002
C17 -4.12 -0.54 -1.45  -0.006
C18 -2.90 0.23 -1.26  -0.271
N3 -1.97 -0.59 -0.72  0.107
C19 -2.73 1.56 -1.64  0.024
C20 -1.48 2.28 -1.48  -0.303
N4 -0.45 1.88 -0.76  0.110
H1 -1.93 4.13 -2.79  0.111
H2 0.57 4.80 -2.08  0.104
H3 2.36 3.83 -0.40  0.108
H4 4.17 2.87 1.39  0.109
H5 4.59 0.46 2.61  0.108
H6 0.77 0.53 0.67  0.119
H7 3.13 -1.89 2.63  0.125
H8 1.68 -1.19 3.34  0.110
H9 2.67 -3.92 1.14  0.104
H10 0.52 -4.80 -0.35  0.095
H11 -0.56 -1.11 1.37  0.156
H12 -2.19 -3.99 -0.45  0.107
H13 -4.52 -2.66 -1.19  0.108
H14 -5.06 -0.13 -1.80  0.118
H15 -0.99 -0.34 -0.90  0.141
H16 -3.58 2.04 -2.12  0.102